77
Properties=species:S:1:pos:R:3:forces:R:3 method="wB97M-V/def2-TZVPD" e_tot_ha=-6094.4039 e_homo_ev="-7.39 / -7.34" max_force_ev_per_a=0.6 e_above_lowest_kcal_mol=12.2 s2=2.0096 spin_multiplicity=3 molar_mass_g_mol=688.28
Ni 0.275 1.365 -0.903 0.15 0.00 -0.31
C -1.466 -1.640 -0.642 -0.03 -0.15 0.02
N -0.341 -1.263 0.228 -0.01 0.02 0.04
P 1.110 -0.872 -0.644 -0.45 0.40 0.19
C 2.336 -0.841 0.688 -0.02 -0.23 0.00
C 2.439 -1.907 1.581 0.09 -0.03 -0.01
C 3.355 -1.862 2.615 0.02 0.05 -0.02
C 4.185 -0.754 2.751 0.01 -0.04 0.04
C 4.094 0.300 1.858 0.02 0.06 -0.01
C 3.165 0.262 0.826 0.06 0.18 0.05
C 1.505 -2.387 -1.547 0.07 0.04 -0.01
C 2.427 -2.285 -2.582 -0.02 0.01 -0.10
C 2.859 -3.423 -3.244 0.01 -0.06 -0.03
C 2.368 -4.666 -2.876 0.05 0.04 -0.05
C 1.446 -4.772 -1.847 -0.06 -0.02 0.05
C 1.014 -3.638 -1.180 0.12 0.00 0.02
P -0.579 0.070 1.364 0.29 -0.26 -0.20
C -0.366 -0.815 2.939 -0.07 0.09 -0.02
C -0.530 -2.192 3.049 -0.02 0.00 0.03
C -0.345 -2.821 4.270 0.00 -0.01 -0.03
C 0.015 -2.079 5.386 0.00 -0.01 0.03
C 0.188 -0.708 5.279 0.02 -0.02 0.05
C 0.000 -0.078 4.058 0.02 0.07 0.08
C -2.351 0.451 1.331 -0.12 -0.30 0.17
C -2.730 1.713 0.897 0.03 0.26 -0.08
C -4.075 2.065 0.848 0.04 0.07 -0.03
C -5.043 1.157 1.234 -0.02 -0.07 0.02
C -4.672 -0.104 1.696 0.04 0.07 -0.02
C -3.334 -0.448 1.755 -0.03 -0.02 0.02
H -1.121 -2.334 -1.404 -0.03 -0.01 -0.03
H -1.912 -0.789 -1.153 0.00 -0.05 0.02
H -2.232 -2.141 -0.051 -0.05 0.02 -0.04
H 1.794 -2.767 1.469 -0.04 -0.04 -0.01
H 3.421 -2.684 3.316 0.00 -0.02 0.02
H 4.901 -0.716 3.562 0.01 0.00 0.00
H 4.736 1.164 1.969 0.00 0.00 0.00
H 3.059 1.112 0.160 -0.04 -0.03 0.00
H 2.807 -1.316 -2.881 -0.01 0.07 0.02
H 3.573 -3.337 -4.051 0.02 0.00 -0.02
H 2.703 -5.553 -3.394 0.01 -0.06 -0.04
H 1.062 -5.742 -1.560 -0.01 -0.03 0.01
H 0.303 -3.722 -0.369 -0.03 -0.01 0.05
H -0.779 -2.771 2.170 -0.02 -0.02 -0.04
H -0.476 -3.892 4.347 0.00 -0.05 0.02
H 0.167 -2.573 6.336 0.01 -0.01 0.03
H 0.479 -0.128 6.145 0.01 0.01 0.02
H 0.155 0.991 3.979 0.00 0.02 -0.05
H -1.982 2.438 0.586 -0.01 -0.11 0.00
H -4.355 3.047 0.493 -0.02 0.02 0.00
H -6.089 1.426 1.184 -0.03 0.01 0.00
H -5.425 -0.811 2.017 -0.04 -0.02 0.00
H -3.049 -1.417 2.145 0.01 -0.01 -0.01
C 0.793 4.928 -1.424 -0.04 0.07 0.00
C 1.819 3.961 -0.848 0.11 -0.25 0.00
C 2.847 3.577 -1.911 0.01 0.07 -0.05
C 2.508 4.593 0.360 0.06 0.07 -0.03
O 1.191 2.791 -0.375 0.08 0.27 0.27
H 1.263 5.881 -1.670 0.03 0.05 -0.01
H 0.005 5.112 -0.694 -0.03 0.00 0.05
H 0.327 4.537 -2.327 0.01 -0.08 -0.03
H 3.314 4.454 -2.361 0.00 0.07 0.02
H 2.364 3.008 -2.706 -0.05 -0.03 -0.03
H 3.636 2.964 -1.476 0.03 -0.08 0.05
H 3.060 5.490 0.079 0.03 0.06 -0.04
H 3.204 3.885 0.809 0.04 -0.06 0.01
H 1.770 4.866 1.112 -0.07 0.00 0.03
Se -0.926 2.043 -2.838 -0.04 0.06 0.04
C -2.429 0.985 -3.328 -0.04 -0.15 -0.27
C -2.672 0.769 -4.687 0.06 -0.07 0.16
C -3.788 0.050 -5.076 0.08 0.04 -0.19
N -4.679 -0.472 -4.237 -0.04 -0.02 0.03
C -4.456 -0.244 -2.948 -0.06 -0.04 0.10
C -3.377 0.467 -2.450 -0.08 0.21 -0.02
H -1.990 1.151 -5.433 0.05 0.02 -0.02
H -3.966 -0.115 -6.133 -0.04 -0.03 -0.02
H -5.186 -0.648 -2.254 -0.05 -0.02 0.01
H -3.319 0.652 -1.388 0.04 0.01 0.05